No. 1
This record from the Open Molecules 2025 dataset describes a structure of composition C2H4ClN3. The level of theory is ωB97M-V with the def2-TZVPD basis set.

Properties
Orbital gap (spin up / spin down) ... 8.42 / 8.42 eV
Relative energy (zero: lowest compared OMol25 entry of this formula, charge and spin) ... 71.3 kcal per mole

The geometry in ORCA input format:
```
! RIJCOSX wB97M-V def2-TZVPD def2/J DEFGRID3
* xyz 0 1
C -1.68 1.05 -0.14
C 0.69 0.36 0.00
N -0.48 0.77 -0.33
N 1.77 0.89 0.03
N 0.70 -1.57 0.11
Cl 3.17 -0.03 0.11
H -2.27 1.40 -1.03
H -2.34 0.94 0.79
H 0.09 -2.00 -0.58
H 0.36 -1.82 1.04
*
```

---

No. 2
This record from the Open Molecules 2025 dataset describes a structure of composition C6H9N2O2. The level of theory is ωB97M-V with the def2-TZVPD basis set.

Properties
Orbital gap (spin up / spin down) ... 5.29 / 5.29 eV
Relative energy (zero: lowest compared OMol25 entry of this formula, charge and spin) ... 109.3 kcal per mole

The geometry in ORCA input format:
```
! RIJCOSX wB97M-V def2-TZVPD def2/J DEFGRID3
* xyz -1 1
C 3.79 0.19 -0.45
C -0.62 -1.08 -0.17
C -0.11 0.22 0.30
C -1.88 -1.74 -0.44
C -0.28 1.30 -0.90
C -0.52 0.81 1.68
N 0.63 -1.52 -0.38
N 1.17 -0.38 0.23
O 4.20 -0.25 0.52
O 3.54 0.63 -1.48
H -2.15 -2.55 0.28
H -1.96 -2.41 -1.37
H -2.76 -1.09 -0.57
H 0.49 1.13 -1.57
H -0.11 2.31 -0.54
H -1.35 1.34 -1.27
H 0.29 1.27 2.25
H -1.15 0.08 2.34
H -1.24 1.75 1.54
*
```

---

No. 3
This record from the Open Molecules 2025 dataset describes a structure of composition HgI. The level of theory is ωB97M-V with the def2-TZVPD basis set.

Properties
Orbital gap ... 6.80 eV
Relative energy (zero: lowest compared OMol25 entry of this formula, charge and spin) ... 0.0 kcal per mole

The geometry in ORCA input format:
```
! RIJCOSX wB97M-V def2-TZVPD def2/J DEFGRID3
* xyz 1 1
Hg 1.25 0.67 1.30
I 3.75 0.44 1.62
*
```

---

no.,E_tot (Ha)
1,-702.8971
2,-493.9486
3,-450.7992